## one
C6H13N2S | wB97M-V/def2-TZVPD

```
22
Properties=species:S:1:pos:R:3:mulliken_charge:R:1
C -0.619 -1.397 -0.587 -0.1714
C -0.290 -0.251 -0.037 -0.4035
C -1.417 0.531 2.405 0.6524
C 0.058 -2.068 -1.761 -1.3181
C 0.355 1.625 -1.416 -0.8126
C 1.595 1.115 0.610 -0.8737
N -1.868 -0.642 2.678 -0.2962
N 0.838 0.557 -0.524 0.1441
S -1.220 2.044 2.699 -0.1590
H -1.465 -1.930 -0.175 0.2919
H 0.091 -1.411 -2.629 0.3267
H 1.079 -2.356 -1.500 0.3375
H -0.481 -2.969 -2.039 0.3446
H -0.105 1.189 -2.302 0.2938
H -0.394 2.216 -0.891 0.3585
H 1.179 2.270 -1.719 0.3864
H 1.844 0.319 1.310 0.3623
H 2.512 1.590 0.264 0.4100
H 0.982 1.854 1.121 0.2310
H -1.730 -1.417 2.041 0.2253
H -2.417 -0.818 3.517 0.2684
H 1.472 -0.051 -1.066 0.4018
```

Computed properties:
LUMO energy (alpha / beta) ... -0.1728 / -0.1751 hartree
Net charge ... +1
Highest occupied orbital energy (alpha / beta) ... -11.756 / -11.599 eV


## two
C6H13N2S | wB97M-V/def2-TZVPD

```
22
Properties=species:S:1:pos:R:3:mulliken_charge:R:1
C 0.305 -1.886 1.017 0.5361
C 0.226 0.962 1.427 -1.0139
C -0.875 0.203 2.151 -0.5765
C 0.199 0.766 -0.099 0.4042
C -0.788 1.766 -0.729 -1.3147
C 0.254 -1.066 -1.674 -1.1492
N -0.270 -0.534 -0.474 -0.2063
N 0.929 -2.929 0.581 -0.2916
S -0.361 -1.528 2.478 -0.0724
H 0.112 2.028 1.631 0.4445
H 1.196 0.656 1.824 0.3605
H -1.069 0.619 3.139 0.4393
H -1.796 0.175 1.573 0.4090
H 1.207 0.972 -0.496 0.2933
H -0.424 2.773 -0.544 0.4210
H -1.774 1.663 -0.283 0.3075
H -0.870 1.622 -1.801 0.3660
H -0.100 -2.086 -1.818 0.4326
H 1.347 -0.999 -1.769 0.4536
H -0.171 -0.476 -2.492 0.2898
H 1.276 -2.955 -0.374 0.2200
H 1.089 -3.755 1.150 0.2471
```

Computed properties:
LUMO energy (alpha / beta) ... -0.1693 / -0.1692 hartree
Net charge ... +1
Highest occupied orbital energy (alpha / beta) ... -13.503 / -13.502 eV


Result of the stability comparison: one is the least stable of them.


## one
C8H11NO4 | wB97M-V/def2-TZVPD

```
24
Properties=species:S:1:pos:R:3:mulliken_charge:R:1
C -0.327 2.120 -2.590 -1.5024
C -0.226 1.370 -1.284 0.1385
N -0.742 1.982 -0.186 -0.0401
C -0.637 1.440 1.085 0.1767
O -1.136 2.064 2.000 -0.7166
C -0.068 0.059 1.240 0.2611
C -0.129 -0.573 2.620 -0.9350
O -1.445 -1.135 2.733 -0.5093
C 0.375 -0.597 0.105 0.7713
C 0.945 -2.017 0.233 -0.9028
O 0.982 -2.755 -1.009 -0.6134
C 0.348 0.106 -1.183 0.7191
O 0.900 -0.511 -2.300 -0.7015
H 0.075 1.573 -3.422 0.3439
H 0.274 3.052 -2.496 0.3353
H -1.344 2.354 -2.818 0.3748
H -1.129 2.924 -0.245 0.2551
H 0.560 -1.429 2.739 0.3649
H 0.148 0.144 3.440 0.2571
H -2.097 -0.418 2.532 0.3890
H 1.944 -1.943 0.661 0.3630
H 0.397 -2.647 0.951 0.4237
H 1.330 -3.680 -0.743 0.3500
H 1.004 -1.485 -2.060 0.3975
```

Computed properties:
LUMO energy ... 0.0098 hartree
Net charge ... 0
Highest occupied orbital energy ... -7.605 eV
SMILES ... Cc1[nH]c(=O)c(CO)c(CO)c1O


## two
C8H11NO4 | wB97M-V/def2-TZVPD

```
24
Properties=species:S:1:pos:R:3:mulliken_charge:R:1
C -2.344 1.395 1.742 -0.7944
C -2.129 1.110 0.161 0.5967
O -1.727 2.094 -0.515 -0.5118
O -2.413 -0.155 -0.455 -0.3138
C -1.582 -1.199 0.069 0.5286
O -1.709 -1.739 1.186 -0.4854
C -0.417 -1.750 -0.888 -0.8126
C 1.063 -1.291 -0.441 0.4018
C 1.665 -0.360 -1.601 -0.8492
C 1.936 1.040 -0.806 -0.5426
N 1.281 0.961 0.554 -0.2665
C 1.265 -0.472 0.924 0.0592
O 1.417 -1.008 2.048 -0.6119
H -2.172 0.439 2.336 0.2697
H -1.657 2.247 2.079 0.2745
H -3.421 1.780 1.873 0.3107
H -0.477 -2.893 -0.886 0.3188
H -0.645 -1.392 -1.952 0.3908
H 1.588 -2.282 -0.208 0.5033
H 1.049 -0.196 -2.549 0.3051
H 2.718 -0.796 -1.742 0.2744
H 3.055 1.130 -0.585 0.3440
H 1.643 1.925 -1.479 0.2784
H 2.014 1.412 1.133 0.3320
```

Computed properties:
LUMO energy ... 0.0180 hartree
Net charge ... 0
Highest occupied orbital energy ... -10.017 eV
SMILES ... CC(=O)OC(=O)C[C@H]1CCNC1=O


## three
C8H11NO4 | wB97M-V/def2-TZVPD

```
24
Properties=species:S:1:pos:R:3:mulliken_charge:R:1
C 0.218 1.708 0.675 -0.0219
C 2.618 -0.307 -0.371 0.1890
C 2.849 -0.872 1.502 -0.2771
C -0.307 0.874 -0.589 0.5482
C 2.340 0.332 0.798 0.2912
C -0.784 -0.476 -0.184 0.4711
C -1.643 1.532 -1.218 -1.3753
C -1.353 -0.813 0.973 -1.0013
N 1.501 1.380 1.152 -0.1269
O -0.319 2.749 1.001 -0.6383
O 2.604 -0.011 -1.669 -0.5000
O 3.370 -1.372 0.212 -0.4233
O -0.330 -1.317 -1.208 -0.5157
H 3.742 -0.921 2.118 0.2510
H 2.068 -1.528 1.888 0.2221
H 0.456 0.807 -1.404 0.2719
H -1.259 2.368 -1.800 0.3902
H -2.366 1.820 -0.479 0.3483
H -2.079 0.649 -1.828 0.3209
H -1.412 0.043 1.653 0.2831
H 2.836 -0.849 -2.208 0.3619
H -1.916 -1.732 1.199 0.3126
H 1.794 1.883 1.970 0.2588
H -0.402 -2.306 -0.927 0.3594
```

Computed properties:
LUMO energy ... 0.0150 hartree
Net charge ... 0
Highest occupied orbital energy ... -8.170 eV


Result of the stability comparison: three is the least stable of them.


## one
CH8NO | wB97M-V/def2-TZVPD

```
11
Properties=species:S:1:pos:R:3:mulliken_charge:R:1
C 0.830 -1.143 0.328 -1.6657
N 0.790 0.066 -0.534 -2.1614
H -0.105 -1.664 0.166 0.5225
H 1.577 -1.798 -0.087 0.6566
H 0.990 -0.829 1.347 0.5047
H 0.081 0.749 -0.211 0.3818
H 0.489 -0.181 -1.507 0.8327
H 1.699 0.562 -0.597 1.0779
H -2.276 2.071 -0.046 0.3506
H -2.269 0.908 0.955 0.3498
O -1.804 1.259 0.186 -0.8494
```

Computed properties:
LUMO energy (alpha / beta) ... 0.0301 / 0.0165 hartree
Net charge ... 0
Highest occupied orbital energy (alpha / beta) ... -3.261 / -12.316 eV
2S+1 ... 2


## two
CH8NO | wB97M-V/def2-TZVPD

```
11
Properties=species:S:1:pos:R:3:mulliken_charge:R:1
O 0.430 2.549 0.452 -0.9733
H 1.049 2.902 -0.262 0.4176
H 0.282 0.271 0.070 0.2725
H 0.721 2.972 1.301 0.3925
C -0.272 -1.734 0.060 -1.4491
N -0.367 -0.299 -0.438 -1.8849
H -1.169 -2.299 -0.218 0.4155
H -0.012 -1.993 1.079 0.4124
H 0.648 -2.160 -0.513 0.4663
H -0.167 -0.305 -1.406 1.1184
H -1.144 0.095 -0.125 0.8121
```

Computed properties:
LUMO energy (alpha / beta) ... 0.0362 / 0.0254 hartree
Net charge ... 0
Highest occupied orbital energy (alpha / beta) ... -3.268 / -11.832 eV
2S+1 ... 2


Result of the stability comparison: two is the least stable of them.


## one
C5H4O3 | wB97M-V/def2-TZVPD

```
12
Properties=species:S:1:pos:R:3:mulliken_charge:R:1
C 1.869 0.091 0.002 -0.9106
C 0.379 -0.124 -0.110 0.3180
C -0.439 -1.207 -0.025 -0.4100
O -1.749 -1.125 0.094 -0.3524
C -2.125 0.201 0.014 0.2753
O -3.188 0.628 -0.064 -0.3830
C -0.708 0.935 0.021 0.7391
O -0.374 2.128 0.032 -0.5795
H 2.014 0.982 -0.759 0.2670
H 2.036 0.607 1.023 0.2315
H 2.440 -0.916 -0.135 0.3110
H -0.154 -2.200 -0.094 0.4936
```

Computed properties:
LUMO energy ... -0.0295 hartree
Net charge ... 0
Highest occupied orbital energy ... -9.745 eV
SMILES ... CC1=COC(=O)C1=O


## two
C5H4O3 | wB97M-V/def2-TZVPD

```
12
Properties=species:S:1:pos:R:3:mulliken_charge:R:1
C -1.239 -0.541 -0.066 0.1311
C -0.448 0.420 -0.994 -0.0467
C -0.419 0.168 1.035 -0.0597
C 0.965 -0.208 0.695 -0.2965
C 0.990 -0.092 -0.732 -0.2232
H -0.844 0.906 -1.875 0.5210
H -0.852 0.297 2.005 0.5562
H 1.913 -0.021 1.241 0.4309
H 1.868 0.262 -1.283 0.4030
O -2.312 -1.061 -0.080 -0.5497
O -0.604 1.289 0.147 -0.4110
O 0.983 -1.421 -0.093 -0.4553
```

Computed properties:
LUMO energy ... 0.0323 hartree
Net charge ... 0
Highest occupied orbital energy ... -9.929 eV


Result of the stability comparison: two is the least stable of them.


## one
C38H58BiCl3N7O4P2Si2Te | wB97M-V/def2-TZVPD

```
116
Properties=species:S:1:pos:R:3:mulliken_charge:R:1
Bi 0.454 -0.065 0.569 1.8102
C 1.224 -4.748 -3.847 -1.0946
N 1.132 -4.468 -2.422 0.6388
C 1.779 -5.455 -1.561 -0.9482
P 0.052 -3.456 -1.732 0.1863
O 0.506 -2.820 -0.478 -0.5678
O -0.131 -2.334 -2.910 -0.4937
P -0.212 -0.734 -2.731 0.0557
O -1.024 -0.339 -1.544 -0.3209
N -0.860 -0.147 -4.104 0.3620
C -2.252 0.272 -4.195 -0.7870
C -0.220 -0.449 -5.378 -1.0188
N 1.368 -0.271 -2.643 1.2762
C 2.513 -1.162 -2.819 -0.6223
C 1.670 1.105 -3.054 -1.6976
N -1.399 -4.206 -1.575 0.2878
C -1.850 -5.148 -2.594 -1.0604
C -2.486 -3.459 -0.949 -0.7404
H 2.270 -4.706 -4.159 0.3286
H 0.664 -4.012 -4.419 0.2139
H 0.837 -5.744 -4.082 0.4299
H 2.821 -5.565 -1.866 0.3311
H 1.288 -6.430 -1.633 0.2713
H 1.755 -5.116 -0.527 0.2332
H -2.643 0.460 -3.198 0.1200
H -2.863 -0.494 -4.682 0.2834
H -2.313 1.191 -4.780 0.3142
H 0.831 -0.694 -5.225 0.2398
H -0.275 0.421 -6.034 0.3490
H -0.704 -1.296 -5.873 0.2873
H 2.302 -2.163 -2.453 0.0105
H 3.348 -0.761 -2.242 0.1789
H 2.817 -1.216 -3.871 0.3036
H 0.834 1.770 -2.842 0.4396
H 1.901 1.149 -4.124 0.3969
H 2.538 1.452 -2.493 0.4182
H -1.058 -5.854 -2.839 0.2827
H -2.183 -4.646 -3.510 0.2803
H -2.689 -5.715 -2.192 0.3851
H -2.088 -2.796 -0.183 -0.2624
H -3.180 -4.161 -0.485 0.5834
H -3.034 -2.855 -1.681 0.2995
N 6.972 8.171 -0.975 -0.5119
C 6.276 7.272 -0.810 -0.2052
C 5.407 6.149 -0.605 0.5788
C 5.230 5.632 0.676 -1.0881
C 4.394 4.545 0.865 0.1769
C 3.716 3.984 -0.215 -0.9273
C 3.899 4.506 -1.493 -0.0711
C 4.747 5.580 -1.693 -1.0047
C 2.821 2.818 0.020 3.0996
C 3.428 1.665 0.485 -1.4165
C 4.828 1.394 0.586 -0.5182
C 4.959 0.097 1.005 -1.6953
C 3.641 -0.396 1.167 -0.9274
N 2.736 0.527 0.884 1.3619
C 1.448 2.988 -0.293 -1.4204
C 0.871 4.170 -0.784 -0.4122
C -0.463 3.906 -1.065 -1.9176
C -0.671 2.574 -0.730 -0.3134
N 0.458 2.007 -0.259 1.5228
H 5.746 6.075 1.517 0.5169
H 4.260 4.133 1.856 0.1263
H 3.384 4.063 -2.335 0.4983
H 4.902 5.982 -2.684 0.4853
H 5.618 2.088 0.350 0.6935
H 5.869 -0.451 1.186 0.5444
H 3.349 -1.381 1.504 0.6122
H 1.382 5.112 -0.900 0.7924
H -1.204 4.588 -1.447 0.5393
H -1.581 2.002 -0.807 0.2890
Cl 4.632 4.216 4.658 -0.1851
C 3.320 3.202 4.149 0.3387
C 2.210 3.775 3.561 -0.5531
C 1.199 2.950 3.100 0.8514
Cl -0.229 3.679 2.449 -0.1585
C 1.270 1.543 3.168 -1.9339
O 0.339 0.745 2.627 -0.0433
C 2.370 1.039 3.880 0.9601
Cl 2.430 -0.670 4.178 -0.1916
C 3.398 1.833 4.345 -0.7637
H 2.124 4.848 3.463 0.4745
H 4.242 1.390 4.853 0.5127
C -1.523 -2.440 5.644 -1.1562
Si -1.964 -2.209 3.840 0.2792
C -3.451 -3.274 3.371 -0.9685
C -0.498 -2.673 2.763 0.6450
C -2.437 -0.386 3.624 -0.8043
Te -2.310 0.551 1.724 -0.3792
C -3.889 -0.550 0.805 0.3144
Si -5.588 0.249 0.996 0.1942
C -5.551 1.846 0.017 -1.0263
C -5.961 0.594 2.796 -1.0798
C -6.857 -0.935 0.287 -1.1002
H -1.348 -3.491 5.878 0.3345
H -2.312 -2.078 6.306 0.3384
H -0.611 -1.886 5.882 0.3172
H -3.484 -4.185 3.972 0.3970
H -3.408 -3.581 2.324 0.1434
H -4.398 -2.753 3.529 0.3184
H -0.091 -3.635 3.088 0.5621
H 0.299 -1.938 2.884 -0.5375
H -0.753 -2.782 1.707 -0.6033
H -1.856 0.256 4.287 0.5478
H -3.490 -0.261 3.890 0.5975
H -3.835 -1.569 1.189 -0.0564
H -3.643 -0.586 -0.261 -0.0732
H -4.830 2.554 0.434 0.3173
H -6.528 2.333 0.031 0.3666
H -5.287 1.671 -1.028 0.3045
H -5.216 1.240 3.265 0.3578
H -6.039 -0.323 3.384 0.3320
H -6.923 1.107 2.874 0.4129
H -6.635 -1.194 -0.750 0.3305
H -7.855 -0.492 0.310 0.3458
H -6.896 -1.862 0.863 0.3287
```

Computed properties:
LUMO energy ... -0.1270 hartree
Net charge ... +1
Highest occupied orbital energy ... -10.273 eV


## two
C38H58BiCl3N7O4P2Si2Te | wB97M-V/def2-TZVPD

```
116
Properties=species:S:1:pos:R:3:mulliken_charge:R:1
Bi -0.456 0.633 0.377 0.7492
C -3.900 -0.604 -1.672 -0.8996
N -3.624 -1.913 -1.088 1.0034
C -4.815 -2.716 -0.855 -0.9472
P -2.108 -2.550 -1.173 -1.7223
O -1.101 -1.474 -1.150 0.3999
O -2.104 -3.534 0.100 0.7681
P -1.182 -3.507 1.422 -1.4761
O -0.460 -2.241 1.670 0.4939
N -2.328 -3.781 2.574 0.9457
C -3.387 -4.770 2.441 -0.8795
C -1.971 -3.489 3.960 -0.8854
N -0.157 -4.759 1.164 0.8362
C -0.664 -6.090 0.867 -0.9982
C 1.248 -4.718 1.536 -0.5555
N -1.832 -3.613 -2.397 0.4575
C -2.657 -4.805 -2.544 -0.8669
C -1.361 -3.067 -3.670 -0.8812
H -4.485 -0.007 -0.967 0.3008
H -4.471 -0.700 -2.599 0.3182
H -2.971 -0.081 -1.884 0.0564
H -5.477 -2.197 -0.158 0.3249
H -4.554 -3.677 -0.418 0.1437
H -5.368 -2.893 -1.783 0.2905
H -3.653 -4.912 1.396 0.1222
H -4.274 -4.416 2.970 0.3516
H -3.100 -5.737 2.867 0.2589
H -1.198 -2.725 3.991 0.0029
H -1.622 -4.384 4.484 0.3174
H -2.849 -3.102 4.481 0.3593
H -1.678 -6.040 0.474 0.1909
H -0.663 -6.732 1.753 0.2868
H -0.037 -6.555 0.104 0.3554
H 1.559 -3.690 1.695 -0.1411
H 1.850 -5.140 0.729 0.2898
H 1.436 -5.295 2.447 0.2621
H -2.917 -5.215 -1.570 0.1281
H -2.088 -5.562 -3.086 0.3934
H -3.577 -4.605 -3.103 0.2559
H -0.728 -2.201 -3.491 0.1493
H -2.192 -2.780 -4.323 0.2895
H -0.771 -3.829 -4.179 0.3746
N -4.173 7.632 7.466 -0.4968
C -3.755 6.856 6.730 -0.1544
C -3.233 5.882 5.809 0.5566
C -2.843 4.630 6.275 -1.0172
C -2.350 3.692 5.385 -0.0444
C -2.228 4.001 4.033 -0.0829
C -2.616 5.258 3.575 -0.0298
C -3.125 6.196 4.457 -0.9677
C -1.700 2.983 3.084 1.5865
C -0.510 3.305 2.408 -0.5447
C 0.265 4.467 2.622 -0.3020
C 1.324 4.438 1.735 -1.8165
C 1.184 3.261 1.000 -0.8133
N 0.108 2.563 1.397 0.8752
C -2.448 1.821 2.945 -0.8449
C -3.725 1.546 3.505 -0.7721
C -4.107 0.307 3.046 -2.2360
C -3.056 -0.143 2.222 -0.1258
N -2.064 0.739 2.162 0.9495
H -2.928 4.399 7.327 0.4679
H -2.052 2.714 5.739 0.4270
H -2.529 5.496 2.524 0.5493
H -3.437 7.168 4.104 0.4698
H 0.056 5.225 3.357 0.6908
H 2.106 5.168 1.619 0.5109
H 1.798 2.890 0.196 0.6735
H -4.287 2.206 4.144 0.6765
H -5.023 -0.219 3.260 0.5331
H -3.003 -1.077 1.682 0.6009
Cl 0.173 1.618 -6.865 -0.2145
C 0.464 1.491 -5.161 0.4714
C -0.369 2.145 -4.272 -1.0568
C -0.114 2.027 -2.918 1.1275
Cl -1.170 2.858 -1.794 -0.1616
C 0.945 1.278 -2.388 -1.2054
O 1.195 1.165 -1.101 0.4420
C 1.751 0.636 -3.343 0.7314
Cl 3.078 -0.321 -2.764 -0.1707
C 1.530 0.733 -4.702 -0.9273
H -1.199 2.740 -4.623 0.4740
H 2.184 0.223 -5.395 0.4716
C 2.642 -0.627 6.107 -1.1853
Si 1.745 0.073 4.623 -0.1263
C 2.376 1.796 4.291 -0.2279
C -0.098 0.102 4.947 0.5123
C 2.072 -1.175 3.235 -0.0895
Te 2.005 -0.742 1.152 -0.3905
C 3.546 0.705 1.086 -0.0622
Si 5.313 0.025 1.212 0.1890
C 5.702 -0.971 -0.318 -1.0377
C 5.550 -1.074 2.709 -0.9707
C 6.420 1.519 1.359 -1.1313
H 2.443 -0.016 6.990 0.3324
H 3.722 -0.643 5.955 0.2940
H 2.321 -1.646 6.332 0.3473
H 2.138 2.411 5.163 0.4316
H 1.905 2.271 3.429 -0.3351
H 3.459 1.823 4.159 0.3483
H -0.417 1.089 5.287 -0.3181
H -0.358 -0.620 5.724 0.5094
H -0.676 -0.145 4.056 -0.5658
H 1.337 -1.973 3.346 0.0447
H 3.058 -1.622 3.366 0.5115
H 3.347 1.458 1.848 0.0214
H 3.423 1.168 0.104 0.3591
H 4.908 -1.685 -0.548 0.2902
H 6.623 -1.538 -0.173 0.3823
H 5.837 -0.330 -1.190 0.2949
H 4.998 -2.012 2.634 0.3628
H 5.282 -0.585 3.648 0.1765
H 6.609 -1.334 2.767 0.4679
H 6.290 2.202 0.518 0.3575
H 7.467 1.211 1.376 0.3525
H 6.223 2.074 2.278 0.3313
```

Computed properties:
LUMO energy ... -0.1255 hartree
Net charge ... +1
Highest occupied orbital energy ... -10.165 eV


Result of the stability comparison: two is the least stable of them.